13
Properties=species:S:1:pos:R:3:forces:R:3:mulliken_charge:R:1 method="wB97M-V/def2-TZVPD" gap_ha=0.336 max_force_ev_per_a=2.53 relative_energy_kcal_mol=105.7 homo_ev=-9.78 total_energy_ha=-489.9155
H 1.254 1.323 -2.041 0.244 -0.920 1.004 0.28
N 1.596 0.783 -1.202 -0.927 0.366 -0.710 -0.72
C 0.666 0.120 -0.655 1.520 0.376 0.889 0.46
C -0.788 0.081 -1.014 0.120 0.685 -0.784 0.76
O -1.148 0.595 -2.054 0.099 -0.287 0.010 -0.57
C -1.666 -0.400 0.004 -1.684 -0.518 0.465 -0.43
C -1.203 -0.500 1.260 0.977 0.778 1.060 -0.20
O 0.115 -0.277 1.599 -1.230 -0.483 -0.067 -0.27
N 1.011 -0.650 0.534 -1.629 -0.708 -1.800 -0.03
O 2.253 -0.465 0.950 0.423 0.559 0.332 -0.35
H -2.755 -0.463 -0.257 1.240 -0.060 0.505 0.34
H -1.766 -0.598 2.206 0.071 -0.096 -0.914 0.38
H 2.431 0.450 0.670 0.776 0.309 0.011 0.35

=====

14
Properties=species:S:1:pos:R:3:forces:R:3:mulliken_charge:R:1 method="wB97M-V/def2-TZVPD" gap_ha="0.176 / 0.176" total_charge=-2 max_force_ev_per_a=3.22 relative_energy_kcal_mol=42.5 homo_ev="0.85 / 0.85" smiles="C=S(=N)=C/C(=N/[O-])C(=O)[O-]" total_energy_ha=-888.0146
C 1.219 1.179 0.586 -1.685 -0.814 2.615 -0.44
S 1.645 -0.472 0.274 -0.239 -1.464 -1.983 -0.12
N 2.346 -0.792 -1.270 1.504 0.520 2.697 -0.57
C -0.070 -1.087 0.179 2.259 -0.525 -0.107 -0.46
C -1.009 -0.128 0.027 -0.305 -0.998 -0.720 0.67
N -0.805 1.195 0.103 1.870 0.762 1.769 0.00
O -1.136 2.061 -0.754 -0.335 0.058 -0.536 -0.69
C -2.462 -0.621 -0.046 -1.216 0.566 0.264 0.25
O -2.776 -1.336 -1.025 0.028 0.224 0.625 -0.70
O -3.153 -0.219 0.939 0.323 -0.724 -0.965 -0.71
H 1.350 1.304 1.743 -0.444 0.023 -2.075 0.13
H 1.625 1.972 0.033 0.542 0.734 -1.000 0.32
H 3.395 -0.846 -0.927 -2.134 -0.005 -0.867 0.06
H -0.169 -2.210 0.139 -0.170 1.643 0.284 0.28

=====

14
Properties=species:S:1:pos:R:3:forces:R:3:mulliken_charge:R:1 method="wB97M-V/def2-TZVPD" gap_ha="0.339 / 0.339" max_force_ev_per_a=3.12 relative_energy_kcal_mol=61.1 homo_ev="-9.40 / -9.40" total_energy_ha=-565.0842
O -1.270 -1.799 2.097 -1.075 2.322 -1.701 -0.52
C -1.735 -0.961 1.330 0.596 -2.473 -0.253 0.70
O -2.598 0.019 1.645 1.124 0.435 -0.980 -0.43
N -1.657 -1.086 -0.154 -1.103 0.169 1.875 -0.56
C -0.590 -1.116 -0.798 0.587 0.687 1.344 -0.01
C 0.780 -0.978 -0.245 -1.501 2.320 -0.479 -0.71
C 1.336 0.192 -0.180 0.620 -0.272 -1.286 0.33
N 1.585 1.416 -0.398 0.856 1.412 2.387 0.59
O 1.516 2.288 0.530 -0.350 -0.157 -1.059 -0.65
O 2.197 1.810 -1.571 -0.765 -2.374 -1.395 -0.41
H -2.597 0.597 0.834 -0.501 -0.568 1.075 0.38
H -0.630 -1.206 -1.830 -0.330 -0.347 -2.094 0.49
H 1.051 -1.833 0.233 1.689 -2.248 1.356 0.43
H 2.612 2.658 -1.491 0.151 1.095 1.209 0.35

=====

11
Properties=species:S:1:pos:R:3:forces:R:3:mulliken_charge:R:1 method="wB97M-V/def2-TZVPD" gap_ha=0.249 max_force_ev_per_a=2.21 relative_energy_kcal_mol=42.6 homo_ev=-8.24 smiles="S=Nc1ccc[nH]1" total_energy_ha=-662.4578
S 0.555 0.612 -3.186 0.850 -0.065 2.041 -0.23
N 1.280 0.525 -1.688 -1.002 -0.168 -1.910 -0.40
C 0.566 0.176 -0.612 0.197 -0.191 -0.196 0.35
C 1.085 0.009 0.704 0.103 0.401 -1.333 -0.41
C -0.021 -0.227 1.460 -1.278 -0.400 0.542 -0.22
C -1.202 -0.282 0.700 1.122 0.269 -0.416 -0.45
N -0.826 -0.060 -0.595 0.271 0.200 0.459 -0.04
H 2.129 0.042 1.068 -0.907 0.172 -0.664 0.38
H -0.009 -0.346 2.497 -0.088 -0.277 1.404 0.44
H -2.197 -0.448 1.129 0.390 0.099 -0.868 0.36
H -1.359 -0.002 -1.478 0.342 -0.041 0.941 0.22